56
Properties=species:S:1:pos:R:3:forces:R:3 method="wB97M-V/def2-TZVPD" homo_ev="-13.35 / -13.35" mol_weight_g_mol=593.90 lumo_ev="-8.53 / -8.53" total_charge=+2 orbital_gap_ev="4.8209 / 4.8185" multiplicity=1 e_tot_ha=-1865.1137
Hf 0.02607 0.51165 1.00363 0.21 0.00 -5.55
P -2.55538 0.64043 0.49142 -2.37 0.48 -0.97
P -0.04868 -2.17690 0.90818 0.58 -2.14 -0.70
O 2.66115 1.80991 2.77414 -0.49 -0.03 -0.43
O 0.53489 2.14794 2.11244 1.56 -0.53 0.69
O -1.57895 -0.66477 3.67410 2.46 1.64 -4.86
N -0.17482 -0.22456 -1.55463 -0.46 0.12 2.00
C 1.14534 -0.64937 -1.63753 -0.15 0.25 0.50
C -1.87808 1.45909 -2.05170 0.43 0.58 -0.15
C 0.20323 3.29804 -2.61474 -0.22 0.11 -0.06
C 3.85330 0.94946 2.85377 0.11 -0.34 -0.19
C 3.51475 -0.12133 -1.85257 -0.08 -0.11 -0.03
C 1.46406 -2.01457 -1.37938 0.49 0.41 -0.17
C 0.51075 2.02855 -2.11152 -0.07 0.37 0.70
C -0.50699 1.05698 -1.97643 0.09 -0.41 0.97
C 1.18965 -2.97783 1.97218 0.12 0.26 0.36
C 0.41524 -2.88234 -0.75273 -0.10 0.51 -0.51
C -2.15132 2.70345 -2.61990 0.02 -0.43 0.52
C -3.85139 -0.47038 1.10368 0.08 -0.36 0.31
C 2.18381 0.30345 -1.74879 0.14 -0.23 0.71
C -2.91714 0.63923 -1.33695 0.63 -0.39 -0.33
C -1.11562 3.60196 -2.92959 0.44 0.09 -0.36
C 1.62906 1.39696 2.14170 -0.34 0.75 1.51
C -1.03463 -0.30113 2.69807 -3.37 -2.45 7.66
C 3.79651 -1.48209 -1.82109 0.36 0.19 -0.36
C 2.78633 -2.41881 -1.56072 -0.35 0.11 0.34
C 1.75195 1.66566 -1.41321 -0.59 -0.72 -1.27
C -1.52480 -3.17749 1.25306 -0.49 0.29 0.29
C -3.18213 2.27631 0.98898 0.34 0.25 0.29
H -3.19245 2.99988 -2.77430 0.34 -0.02 0.10
H -1.98465 -2.84297 2.18909 -0.07 -0.32 -0.12
H 2.52860 2.42553 -1.39576 -0.09 0.05 0.54
H 1.01544 4.01125 -2.75445 -0.34 0.00 0.03
H -3.92292 1.05416 -1.47341 0.16 -0.15 0.10
H 4.05639 0.46101 1.88738 -0.23 0.34 0.30
H -1.22988 -4.23324 1.34467 -0.07 0.36 -0.04
H 0.77561 -3.90644 -0.59616 -0.15 0.20 0.03
H -2.89139 -0.40722 -1.65945 -0.10 0.10 0.00
H 0.97432 -2.71911 3.01743 0.19 -0.19 -0.14
H -4.83491 -0.01872 0.91168 0.30 -0.11 0.05
H 1.13847 -4.06880 1.84139 0.03 0.36 0.06
H -1.35645 4.56069 -3.38764 0.05 -0.24 0.17
H 2.19433 -2.61723 1.71620 -0.19 -0.11 0.07
H -3.72032 -0.62073 2.18033 -0.29 -0.03 -0.15
H 3.03843 -3.47749 -1.44972 -0.03 0.37 0.01
H 4.67892 1.60996 3.12757 -0.31 -0.11 -0.06
H -3.79460 -1.44312 0.60061 -0.06 0.25 0.12
H -2.39812 3.03154 0.84914 -0.29 0.00 0.03
H 4.29479 0.63203 -1.97102 -0.06 -0.32 0.08
H -3.45196 2.24319 2.05289 0.05 0.12 -0.23
H 4.82250 -1.82527 -1.97266 -0.36 0.11 0.09
H -4.06174 2.54216 0.38733 0.23 -0.11 0.19
H -0.50248 -2.89263 -1.35051 0.10 -0.07 0.08
H 3.69347 0.18899 3.62612 -0.04 0.33 -0.13
H 1.23634 1.46008 0.00208 2.04 0.99 -2.33
H -2.25195 -3.07501 0.43731 0.20 -0.05 0.21